# 1
The following is a quantum chemistry calculation of a structure of composition C30H47ClIN8O4Ta at a distorted geometry, from OMol25.

XYZ file:
```
92
Properties=species:S:1:pos:R:3:forces:R:3:mulliken_charge:R:1
H -5.22699 -2.21886 5.29933 -0.03 0.00 0.05 0.206
H 4.09695 -2.81235 -3.74002 -0.04 -0.03 -0.05 0.305
H -2.84198 3.88236 -0.48910 0.05 -0.08 0.20 0.478
H 3.33490 -2.04338 -5.13690 -0.02 -0.03 0.02 0.391
C -3.44482 1.79693 0.85355 -0.89 0.28 0.00 -1.072
N 0.93794 2.13740 1.29277 0.32 -1.13 -0.21 -0.011
H -3.32330 0.92522 5.10910 0.06 0.01 0.02 0.439
N -2.05740 2.21765 0.59265 0.33 -0.40 0.15 0.908
C 3.95981 -3.24995 1.47800 -0.03 -0.06 -0.15 -0.230
H -4.38185 -2.01427 -1.90339 0.05 0.04 -0.02 0.367
O 0.44342 -1.21546 0.67508 0.51 -0.52 0.68 1.367
H 3.83028 1.61848 -0.88234 0.01 0.01 0.04 0.479
C -3.71357 -1.84819 3.20651 -0.10 -0.02 0.09 -1.080
H 1.54885 -2.93108 -0.88287 0.08 -0.01 -0.04 -0.115
N -4.76135 -1.32890 5.30181 0.04 0.01 -0.04 -0.436
C 1.66224 3.14611 0.82066 0.11 0.11 0.11 -0.302
C -2.36089 0.49223 3.25932 0.18 -1.04 1.09 0.197
H 0.46001 -2.34638 -2.99139 0.00 -0.01 -0.03 0.102
C 3.61505 -1.89406 -4.09338 0.17 0.10 0.00 -0.628
C -3.92419 -0.99596 4.30816 0.01 -0.04 -0.15 0.757
H -0.56625 3.31681 1.60709 -1.25 0.39 -0.22 0.222
H -2.22258 3.83765 1.95742 -0.20 -0.09 -0.10 0.489
I 3.12083 5.77958 1.68142 -0.20 -0.33 0.03 0.163
N 2.39514 -1.64858 -3.33025 0.00 -0.11 -0.07 0.446
N 3.45790 -0.19408 -1.86211 -0.03 0.08 0.04 0.485
H -3.83030 1.20799 0.02516 0.04 0.17 0.16 0.134
H -3.48153 1.18511 1.75242 -0.43 0.56 -0.68 0.294
C 1.45712 3.49135 2.98764 0.02 0.02 -0.05 -0.106
C 2.08764 -2.78876 0.04360 -0.49 0.39 -0.01 -0.050
Ta -0.72862 0.09557 0.19238 -2.30 0.70 -0.86 1.374
N 0.81641 2.37264 2.60861 1.30 -0.53 0.30 0.073
C -4.45926 -1.23031 -1.15167 -0.11 -0.06 -0.11 -1.048
H 3.69804 -4.09831 -0.47041 0.00 -0.01 0.00 0.536
C -3.20802 0.21604 4.30052 0.01 0.02 -0.01 -1.168
C 1.24098 -2.42705 -3.74221 -0.04 0.07 0.04 -1.000
H -3.02426 1.76958 -1.85154 0.03 0.03 -0.07 0.152
N -2.17490 -0.31310 2.20448 1.34 -0.29 -0.90 0.185
H -4.09139 2.66952 1.00225 0.14 0.08 -0.06 0.425
C 3.39795 -2.46981 2.46565 -0.14 0.08 0.09 -1.009
H 2.47954 0.66171 -0.23251 0.02 0.01 0.00 -0.287
H 1.48632 3.83824 4.00656 -0.04 -0.08 0.05 0.530
H -5.18036 -0.48815 -1.48319 -0.02 -0.01 0.00 0.278
H -1.79453 1.41200 3.26369 -0.49 -1.75 1.06 -0.126
H 0.85421 -2.07654 -4.70219 -0.01 -0.02 0.00 0.380
C 0.24814 2.30633 -2.28640 0.14 0.17 0.00 -0.593
H -1.92895 -2.71114 -2.18040 -0.05 0.05 -0.02 0.403
H -4.79231 -1.65502 -0.20332 0.05 -0.01 0.01 0.298
H 2.10120 -1.18339 4.32032 0.08 0.00 -0.02 0.317
H 1.53013 -3.47430 -3.84954 -0.01 0.00 -0.01 0.373
H 0.44491 3.03255 -1.50262 -0.06 -0.04 -0.12 0.084
O 0.62039 -0.33593 3.27197 0.08 0.08 -0.02 -0.446
H 0.41818 1.64357 3.18443 0.19 -0.04 0.10 0.129
C 3.47649 0.60993 -0.65604 -0.02 -0.09 -0.05 -0.899
O 1.20751 -0.55378 -1.74926 -0.11 0.16 0.26 0.326
C -2.06490 -1.17644 -0.70529 1.09 1.31 0.63 0.460
C -1.58391 2.96718 1.76769 -0.24 1.32 -0.18 -0.613
H 4.15059 0.16522 0.08143 0.00 0.01 0.01 0.494
H 4.16404 0.15772 -4.45706 0.00 0.00 -0.01 0.297
H 0.14474 2.83817 -3.23836 -0.07 0.01 0.03 0.443
H -4.23077 -2.79667 3.14770 0.04 -0.02 -0.03 0.397
C -2.13287 2.39683 -1.85351 -0.22 0.31 0.20 -0.852
Cl 5.47478 -4.02629 1.73483 0.03 -0.01 0.02 -0.187
H 1.93278 3.21673 -0.21917 -0.02 -0.05 0.04 0.648
C 2.31444 -0.78982 -2.28448 -0.04 0.18 -0.05 -0.735
C -1.18056 0.60789 -3.12455 -0.03 -0.14 -0.22 -1.429
C -2.85218 -1.47485 2.20904 0.02 0.09 0.22 -0.833
C 4.75410 -0.44574 -2.48077 -0.02 -0.06 -0.15 -0.677
H -1.09029 3.70346 -0.51406 -0.07 0.03 0.06 0.365
C 2.19202 -1.80140 2.24390 -0.45 0.06 -0.80 0.914
H 3.89369 -2.37110 3.42349 -0.02 -0.01 0.02 0.487
C 2.01149 4.03177 1.84815 0.14 0.39 -0.06 -1.388
C -1.94985 -2.61084 -1.09026 0.02 -0.08 0.09 -1.400
H -2.78384 -3.21863 -0.72987 0.01 -0.02 0.03 0.601
H -2.67276 -2.13389 1.37414 -0.04 -0.02 0.02 0.668
C 1.54972 -1.90986 0.98464 1.01 -0.64 0.41 0.383
H -4.88010 -0.74092 6.10724 -0.01 0.01 0.01 0.207
H -1.02106 -3.01930 -0.69720 -0.01 -0.04 -0.01 0.188
N -0.96961 1.53275 -1.99082 0.58 -1.21 0.33 0.634
H 5.37352 0.43736 -2.32371 0.01 -0.02 0.02 0.381
H 5.52648 -0.96699 -4.41921 0.00 0.00 -0.02 0.380
H -1.60840 2.33761 2.65264 0.31 1.88 -1.39 -0.284
O -3.22187 -0.52146 -0.98006 -0.13 -0.42 -0.30 0.277
C 4.56989 -0.72499 -3.95959 -0.04 -0.08 0.17 -0.722
C 1.60256 -1.05003 3.34527 -0.11 0.21 0.38 -0.699
C 3.28195 -3.43594 0.27690 0.19 -0.11 0.14 -0.540
H -2.22116 3.09643 -2.69328 0.10 -0.04 -0.02 0.567
H 1.09383 1.62669 -2.35507 -0.06 0.01 0.02 -0.197
H -0.39655 -0.14208 -3.11475 -0.02 0.05 -0.05 0.268
H 5.24667 -1.29725 -1.99680 0.04 0.06 0.05 0.308
H -1.14777 1.14996 -4.07578 -0.05 0.09 0.05 0.498
H -2.14935 0.12307 -3.03678 0.00 0.05 0.04 0.342
C -2.02832 3.15016 -0.55614 -0.14 0.14 -0.17 -1.140
```
Forces are in eV/Å.

Computed properties:
Total charge ... +2
Total energy ... -74144.145 eV

# 2
The following is a quantum chemistry calculation of a structure of composition C25H27BCuF2N2O4S2, from OMol25.

XYZ file:
```
64
Properties=species:S:1:pos:R:3:forces:R:3:nbo_charge:R:1
H 4.37413 -1.49698 1.50452 0.00 0.02 -0.03 0.222
H -1.45431 -0.47249 -4.23706 0.01 -0.02 0.01 0.224
O -1.64254 1.61749 -2.70210 -0.03 0.03 -0.14 -0.580
C 5.03534 1.80174 1.92706 0.05 0.05 -0.02 -0.238
C 1.40741 2.67047 -1.35781 -0.01 -0.01 -0.03 -0.223
C 1.60694 1.74379 -2.37050 0.03 0.00 0.02 -0.204
C -0.50429 -1.07160 2.88420 0.03 -0.14 -0.20 0.793
H -3.92569 -2.79943 -1.10489 0.04 -0.03 -0.01 0.203
C -1.18333 -0.62644 -2.12246 0.06 0.24 0.07 -0.185
C 1.71352 2.34770 -0.04088 0.02 0.02 -0.03 -0.155
S 2.51682 0.68198 1.96677 0.04 0.12 0.25 1.301
C -3.18100 0.16790 0.19799 0.26 -0.03 -0.41 0.285
O -0.39524 -0.21267 1.93221 0.08 0.18 0.02 -0.897
N -2.71357 0.94722 -0.85350 0.15 -0.06 0.00 -0.672
C -0.03533 -2.57595 -1.33055 0.04 -0.03 -0.07 -0.232
H 6.98550 2.68464 1.87709 0.01 0.01 0.00 0.207
C 2.20775 1.08700 0.23828 0.02 0.03 -0.01 -0.280
C -0.83437 -0.51903 4.25892 -0.01 0.04 0.11 -0.736
B -1.15657 3.60830 1.50098 0.14 -0.51 0.18 0.634
H -0.67972 -0.99081 -0.04974 0.05 0.02 -0.01 0.277
C 4.31539 0.62749 1.79082 -0.02 -0.03 0.01 -0.149
F -0.45231 4.71115 1.86395 -0.07 0.11 -0.08 -0.562
H 0.51885 -4.01295 -2.82537 0.00 0.01 -0.01 0.205
Cu -0.78407 1.69125 1.96706 -0.09 0.34 -0.26 0.430
H -1.23497 -1.30482 4.89664 0.03 0.00 0.01 0.212
C 6.33312 -0.60490 1.39798 -0.01 0.05 0.02 -0.213
C 6.41324 1.77101 1.77802 0.03 -0.02 0.01 -0.197
H 2.77054 -0.84542 -0.52330 0.00 -0.02 0.02 0.215
N -3.28587 -1.16651 -0.03361 -0.37 -0.05 0.17 -0.621
H -3.28161 -1.50990 -2.10181 -0.13 -0.12 0.03 0.214
F -2.17593 3.96770 0.66464 0.01 0.13 -0.05 -0.572
C -6.26160 -1.46079 -0.30172 -0.01 0.01 -0.03 -0.619
H -5.27809 -0.12774 -1.68567 -0.04 -0.01 -0.01 0.208
H 1.33827 1.99195 -3.38926 -0.01 0.00 0.01 0.215
H -5.94805 -0.89503 0.57752 0.01 -0.02 -0.01 0.227
H 0.36837 -3.14485 -0.50137 0.00 0.03 0.00 0.230
C -0.45525 -2.30281 -3.68835 -0.01 0.06 0.07 -0.243
C 4.95237 -0.58095 1.55370 -0.01 0.01 0.00 -0.248
S -3.57299 0.88218 1.62569 -0.32 -0.13 0.17 -0.160
C -1.06471 -1.08344 -3.43155 0.09 -0.05 -0.08 -0.179
H 4.50200 2.71738 2.15484 0.00 -0.01 -0.01 0.246
H -5.71241 -1.68296 -2.38240 0.01 0.02 -0.03 0.199
H -0.37264 -2.66367 -4.70612 -0.01 -0.01 0.01 0.206
H 8.13918 0.55366 1.38632 0.00 0.00 0.01 0.206
H 0.98377 3.64044 -1.58487 0.00 0.00 0.00 0.219
O 2.22400 1.91561 2.75690 0.13 -0.34 -0.24 -0.968
C -0.64625 -1.35661 -1.07122 0.05 -0.01 0.15 -0.110
C -1.84279 0.70691 -1.92838 -0.13 -0.06 0.21 0.690
H -6.27208 -2.52254 -0.03791 0.00 0.02 -0.01 0.193
C 2.11593 0.48349 -2.07470 -0.02 0.05 0.01 -0.209
H -1.54017 0.30948 4.18896 -0.01 0.00 -0.01 0.217
C 7.06296 0.57170 1.50477 -0.07 0.00 0.00 -0.222
H -7.28549 -1.16660 -0.53980 0.02 0.00 0.01 0.206
H 0.08673 -0.13282 4.70226 -0.01 0.02 0.00 0.225
C -5.32690 -1.20092 -1.47958 -0.05 0.01 0.12 -0.413
H -2.83842 1.93939 -0.68832 0.07 0.07 0.02 0.449
O -0.33289 -2.28204 2.73767 -0.03 -0.04 -0.02 -0.716
C 2.40831 0.14701 -0.76351 -0.02 0.00 0.10 -0.219
H 6.83999 -1.54219 1.20639 -0.01 -0.01 0.00 0.208
H 2.25398 -0.24826 -2.86084 -0.02 -0.01 -0.01 0.211
H -3.49715 -1.65474 0.82511 -0.03 -0.01 -0.07 0.413
H 1.55732 3.04515 0.77262 -0.01 -0.02 -0.02 0.256
C 0.05004 -3.05521 -2.63142 -0.01 0.04 0.01 -0.208
C -3.91315 -1.71707 -1.23930 0.11 0.07 0.05 -0.219
```
Forces are in eV/Å.

Computed properties:
Energy relative to the best compared isomer or geometry (same formula, charge and spin) ... 8.23 kcal/mol
Total charge ... -1
Total energy ... -109960.741 eV